# 1
A molecular structure, C12H20BF9N2O6S in a non-equilibrium geometry. Source: the Open Molecules 2025 dataset; level of theory: ωB97M-V with the def2-TZVPD basis set.

CARTESIAN COORDINATES (ANGSTROEM)
C1 -0.8826 -0.7918 6.9867
O1 -1.7989 -0.9281 5.8733
B1 -1.7626 0.1353 5.0452
O2 -1.6764 1.4145 5.5392
N1 -1.7380 -0.1015 3.5299
C2 -0.7603 0.8697 2.9452
C3 -0.3798 0.5218 1.5005
C4 0.5670 1.6111 1.0106
C5 1.1847 1.2997 -0.3548
N2 2.5185 1.8807 -0.5716
C6 2.6696 3.2449 -0.2042
C7 3.3087 3.6294 1.1046
O3 2.2847 4.1233 -0.9694
S1 -3.2883 0.1126 3.0377
O4 -4.0402 0.6429 4.1307
O5 -3.8115 -1.0522 2.4430
F1 -3.1789 1.2286 1.9755
H1 -0.5842 -1.7755 7.3239
H2 0.0184 -0.2641 6.6949
H3 -1.3982 -0.2772 7.7859
H4 -2.4808 1.9149 5.3678
H5 0.1550 0.7707 3.5148
H6 -1.0983 1.9014 2.9640
H7 0.1746 -0.4089 1.5616
H8 -1.2571 0.4346 0.8712
H9 0.1029 2.5922 1.0482
H10 1.3801 1.6325 1.7369
H11 0.5279 1.7321 -1.1053
H12 1.2072 0.2345 -0.5429
H13 3.2473 1.3009 -0.1750
H14 2.6218 3.4550 1.9260
H15 3.5440 4.6835 1.1211
H16 4.2215 3.0788 1.3226
C8 0.1040 -3.0176 -5.8185
C9 -0.3472 -1.5986 -6.2283
C10 0.6102 -0.4243 -5.9845
F2 0.8854 -0.2478 -4.6812
F3 0.0277 0.7116 -6.4299
F4 -1.5538 -1.3397 -5.6840
F5 -0.5261 -1.6422 -7.5796
O6 -0.3629 -3.5734 -4.5880
C11 0.2692 -3.3651 -3.3801
C12 -0.6188 -2.6093 -2.3848
F6 -0.9991 -1.4155 -2.8693
F7 0.0791 -2.3886 -1.2456
F8 1.4702 -2.7803 -3.5374
F9 0.5008 -4.5836 -2.8451
H17 -0.3476 -3.6670 -6.5665
H18 1.1801 -3.1454 -5.9307
H19 1.5460 -0.5712 -6.5308
H20 -1.5150 -3.1880 -2.1535

Computed properties:
* maximum force: 2.107 eV Å⁻¹
* frontier orbital gap: 9.917 eV
* HOMO level: -9.60 eV
* multiplicity: 1
* calculated total energy: -64004.365 eV



# 2
2 unconnected molecules or ions with the total composition CH6S4 in a non-equilibrium geometry. Source: the Open Molecules 2025 dataset; level of theory: ωB97M-V with the def2-TZVPD basis set.

CARTESIAN COORDINATES (ANGSTROEM)
C1 -0.6067 -1.5933 -1.2143
S1 -1.2168 -1.1268 0.4243
S2 -2.4941 0.4613 -0.0111
H1 -1.2525 -1.3467 -2.0535
H2 -0.4130 -2.6416 -1.0434
H3 0.2734 -1.0236 -1.5226
H4 -3.2697 0.2958 1.0664
S3 2.7955 -0.0316 -0.1714
S4 1.4468 1.5309 0.2699
H5 1.8916 -1.0152 -0.2398
H6 0.3764 1.0494 0.9256

Computed properties:
* energy above the lowest of the compared OMol25 structures with the same formula, charge and spin: 0.787 eV
* maximum force: 1.073 eV Å⁻¹
* SMILES: CSS.SS
* frontier orbital gap: 8.735 eV
* HOMO level: -8.56 eV
* multiplicity: 1
* calculated total energy: -44474.431 eV



# 3
A molecular structure, C31H36As2N7ORh in a non-equilibrium geometry. Source: the Open Molecules 2025 dataset; level of theory: ωB97M-V with the def2-TZVPD basis set.

CARTESIAN COORDINATES (ANGSTROEM)
Rh1 -0.1710 -0.1357 -0.7311
C1 -0.7804 -5.0485 2.0804
C2 -0.2675 -4.7758 0.8228
C3 -0.5094 -3.5504 0.2175
C4 -1.2458 -2.5662 0.8552
C5 -1.7652 -2.8431 2.1182
C6 -1.5380 -4.0764 2.7157
N1 -1.4413 -1.2943 0.2350
C7 -2.3493 -0.4082 0.8068
C8 -3.6965 -0.7451 1.0051
C9 -4.5525 0.1637 1.5947
C10 -4.1098 1.4276 2.0003
C11 -2.7928 1.7782 1.7981
C12 -1.9401 0.8617 1.1933
N2 -0.5479 1.1109 0.9062
N3 -0.0609 2.0631 1.5100
C13 1.3079 2.4558 1.2911
C14 1.6226 3.6299 1.9424
C15 2.9154 4.1275 1.8239
C16 3.8207 3.4014 1.0782
C17 3.3973 2.2158 0.4804
N4 2.1573 1.7445 0.5677
H1 -0.5957 -6.0013 2.5570
H2 0.3171 -5.5214 0.2976
H3 -0.1307 -3.3704 -0.7681
H4 -2.3323 -2.0951 2.6554
H5 -1.9531 -4.2697 3.6962
H6 -4.0457 -1.7267 0.7104
H7 -5.5885 -0.1127 1.7465
H8 -4.7931 2.1211 2.4694
H9 -2.4128 2.7463 2.0935
H10 0.8633 4.1253 2.5305
H11 3.2002 5.0493 2.3120
H12 4.8458 3.7252 0.9637
H13 4.1045 1.6229 -0.0878
C18 -1.6800 -2.4698 -3.1677
As1 -0.0972 -1.4701 -2.7499
C19 0.2772 -0.5273 -4.3942
C20 1.2987 -2.7892 -2.5853
C21 1.3810 -3.9144 -3.3934
C22 2.3170 -4.9003 -3.1025
C23 3.1582 -4.7571 -2.0082
C24 3.0868 -3.6199 -1.2097
C25 2.1554 -2.6338 -1.4991
As2 2.0602 -0.9572 -0.5237
C26 3.1885 0.0783 -1.6972
C27 2.9289 -1.4034 1.1221
H14 -1.5045 -3.0278 -4.0857
H15 -2.5043 -1.7750 -3.3218
H16 -1.9142 -3.1458 -2.3485
H17 0.7319 -1.2304 -5.0896
H18 0.9536 0.3066 -4.2187
H19 -0.6589 -0.1605 -4.8142
H20 0.7220 -4.0421 -4.2439
H21 2.3769 -5.7860 -3.7203
H22 3.8707 -5.5355 -1.7689
H23 3.7604 -3.5242 -0.3686
H24 4.2274 -0.1054 -1.4267
H25 2.9492 1.1355 -1.6403
H26 3.0140 -0.2909 -2.7050
H27 3.9913 -1.5458 0.9331
H28 2.4798 -2.3292 1.4790
H29 2.7777 -0.6171 1.8537
C28 -3.5250 3.4018 -4.1811
N5 -2.5964 2.7322 -3.2800
C29 -1.1857 3.0926 -3.1523
C30 -0.6998 1.9663 -2.2747
O1 0.4529 1.7388 -1.8777
N6 -1.7132 1.1517 -1.9494
C31 -2.8146 1.6170 -2.5822
N7 -3.9783 0.9873 -2.4969
H30 -3.2653 4.4564 -4.2287
H31 -4.5414 3.3353 -3.7971
H32 -3.4848 2.9781 -5.1844
H33 -1.0617 4.0563 -2.6542
H34 -0.6653 3.1231 -4.1108
H35 -4.8175 1.3667 -2.9010
H36 -4.0702 0.2666 -1.7959

Computed properties:
* maximum force: 1.542 eV Å⁻¹
* frontier orbital gap: 6.207 eV
* HOMO level: -12.14 eV
* net charge: +2
* multiplicity: 1
* calculated total energy: -169882.299 eV



# 4
A molecular structure, C6H24Al3O14P2 in a non-equilibrium geometry. Source: the Open Molecules 2025 dataset; level of theory: ωB97M-V with the def2-TZVPD basis set.

CARTESIAN COORDINATES (ANGSTROEM)
Al1 -1.2435 -3.8116 0.1682
Al2 -4.3510 -0.6117 1.2366
Al3 -0.2977 -1.1218 3.9262
P1 -0.8894 -0.3412 0.4674
O1 0.0071 -1.4175 1.0404
O2 -1.9846 -1.0397 -0.4000
O3 0.1091 0.5697 -0.2730
O4 -1.6228 0.2523 1.6602
P2 -3.1820 -3.3886 3.2259
O5 -2.4584 -2.3525 2.3807
O6 -2.4253 -3.1459 4.5579
O7 -2.9526 -4.6682 2.4571
O8 -4.6550 -2.9609 3.3786
C1 0.0032 3.2239 3.4470
O9 0.0110 1.7890 3.3971
H1 0.6095 3.5570 4.2893
H2 0.5023 3.5207 2.5246
H3 -0.9838 3.6865 3.4423
H4 -0.6247 1.5288 2.7265
C2 -3.4213 0.9427 -2.9341
O10 -3.7253 -0.0019 -1.8845
H5 -3.2604 0.4582 -3.8972
H6 -4.2501 1.6505 -2.9248
H7 -2.5545 1.5189 -2.6104
H8 -2.9492 -0.4440 -1.5327
C3 3.4661 0.1743 -0.2704
O11 2.3933 0.1704 0.6616
H9 3.3638 -0.5266 -1.0989
H10 3.7904 1.1196 -0.7055
H11 4.3013 -0.1655 0.3420
H12 1.5660 0.3921 0.2279
C4 3.0652 -3.4254 -0.1035
O12 1.8220 -2.8418 -0.4504
H13 3.4518 -4.1174 -0.8517
H14 3.8874 -2.7108 -0.0648
H15 3.1208 -4.1200 0.7347
H16 1.6971 -2.0375 0.0585
C5 1.4257 3.3855 -1.1435
O13 0.2817 2.7702 -1.6545
H17 2.2170 2.6464 -1.0185
H18 1.7820 4.2171 -1.7515
H19 1.1370 3.7182 -0.1465
H20 0.0720 1.9887 -1.1380
C6 0.6688 0.4768 -3.6007
O14 0.6425 -0.5970 -2.6623
H21 1.0117 0.1554 -4.5841
H22 -0.3451 0.8770 -3.6100
H23 1.2971 1.2962 -3.2515
H24 0.4740 -0.2386 -1.7878

Computed properties:
* maximum force: 3.192 eV Å⁻¹
* frontier orbital gap: 2.622 eV
* HOMO level: -18.49 eV
* net charge: +3
* multiplicity: 1
* calculated total energy: -73601.724 eV